(1)
Molecular formula: C10H17ClINOPSSn
Method: DFT, ωB97M-V with the def2-TZVPD basis set

Positions of all 34 atoms, in Å:
C  1.915647  -1.977304  -0.899954
I  2.548894  0.531529  0.072605
H  1.367255  -2.928271  -1.108771
H  2.153826  -2.006175  0.184344
H  2.227201  -1.442618  -1.782869
Sn  -1.770569  -1.956093  0.494229
P  -0.122618  -0.419238  -2.367093
C  1.432796  0.145090  -3.337532
C  -0.617132  -1.592532  -3.684216
H  -2.125271  0.949937  -2.393079
H  -1.327666  1.047673  -3.977052
H  -0.715755  1.972525  -2.597053
C  -1.155923  1.014287  -2.891493
H  -1.581619  -2.037815  -3.400947
H  -0.703650  -1.064011  -4.649263
H  1.226599  0.208057  -4.421542
H  2.204462  -0.624482  -3.232853
H  0.150644  -2.374028  -3.744602
H  1.848398  1.083488  -2.917234
C  4.542987  -0.787633  -0.332819
O  5.429864  -1.354933  -0.640920
Cl  -3.870753  -1.000897  0.859912
S  0.105779  -1.215791  2.477902
C  -0.486525  0.124729  3.384106
N  -1.871606  0.210791  3.494717
C  -2.464743  1.316536  3.959693
C  -1.749029  2.375099  4.464040
C  -0.340673  2.300485  4.495780
C  0.293037  1.224666  3.862211
H  -2.390154  -0.556096  3.158174
H  -3.572675  1.332572  3.876880
H  -2.243347  3.278235  4.766969
H  0.270004  3.105299  4.945529
H  1.392330  1.116913  3.882211

Force components x, y, z for each atom (eV/Å):
-2.6084 -2.9741 -0.1091
2.3660 0.6788 0.8774
0.1425 0.8356 -0.2679
0.1425 0.4492 -1.0789
0.7307 -0.0872 0.4102
0.0360 -0.2484 0.3424
2.0960 0.5823 -3.5477
0.0482 -0.0616 1.1708
-0.4240 -0.8958 0.8234
-0.1061 0.1077 -0.1580
0.3587 -0.5018 0.2678
0.0511 -0.2148 0.0685
-0.8073 0.7472 1.3965
0.2435 -0.0898 -0.4096
0.0544 -0.1575 0.5472
-0.1545 0.2190 0.6458
0.0892 0.1291 -0.3404
-0.3258 0.0067 -0.1632
-0.3466 -0.4089 -0.5709
-2.7665 2.5984 0.6224
1.4993 -1.0697 -0.3585
0.5749 0.0530 0.2258
-0.1438 -0.3256 -0.7678
-1.0233 1.7622 0.1567
3.0086 1.4763 0.5502
-1.6308 0.2782 0.0353
1.0109 -0.0836 -0.1999
-0.0977 -0.1365 -0.4409
-0.3889 -1.4632 0.5723
-0.9850 -0.8446 -0.3021
0.9229 -0.0417 0.2501
-0.2821 0.0472 0.2953
-0.5107 -0.5171 -0.3311
-0.7740 0.1509 -0.2119

For the HOMO-LUMO gap (spin up / spin down), the calculation gives 0.136 / 0.136 Eh. The charge is +3. The molar mass is 511.36 g mol⁻¹. Its HOMO energy (spin up / spin down) is -17.739 / -17.758 eV.



(2)
Molecular formula: C10H17ClN
Method: DFT, ωB97M-V with the def2-TZVPD basis set

Positions of all 29 atoms, in Å:
C  -0.840044  -1.037970  -1.321035
C  -1.075615  0.378779  -1.062598
C  0.126013  -1.591376  0.928778
C  -0.301663  -2.006346  -0.476687
C  0.441004  -0.014943  0.884729
C  -0.392853  0.897754  -0.041362
C  0.142237  -3.326494  -1.111767
C  0.860160  2.899646  -0.585315
C  -1.478091  3.205352  0.135187
C  1.053369  -2.617568  1.710569
N  -0.242704  2.363671  0.190042
Cl  2.796934  -2.303374  1.394267
H  -1.092097  -1.377496  -2.377168
H  -1.675006  1.061589  -1.754555
H  -0.852322  -1.572767  1.401200
H  0.453185  0.258663  1.911323
H  1.441795  0.223512  0.578750
H  1.164576  -3.291028  -1.279533
H  -0.263764  -3.695388  -2.097728
H  -0.237972  -4.212729  -0.590837
H  1.683733  2.165190  -0.919874
H  0.350211  3.294508  -1.423865
H  1.304221  3.740555  0.047705
H  -1.260614  4.228809  0.080542
H  -1.895025  2.952397  -0.881052
H  -2.120900  2.913656  1.080632
H  0.820346  -3.577938  1.606527
H  1.067799  -2.385570  2.755888
H  0.023087  2.426906  1.217236

Force components x, y, z for each atom (eV/Å):
-2.7753 4.6419 -3.6714
-1.3353 -2.9470 -3.7456
-0.6322 0.0264 -1.8367
2.2838 -2.6291 1.1871
0.2687 -0.1587 -0.5264
1.0417 -0.1313 3.9875
-2.9637 -0.4666 -0.3331
2.4884 1.1350 0.2812
-1.8587 -2.7270 -0.1921
1.0098 6.0879 0.2013
0.3244 -1.6408 3.7024
-0.0496 -0.3111 -0.6345
-0.0153 0.4265 1.6087
1.0108 -1.4958 0.6762
-0.2499 -0.2393 0.8251
-0.4461 0.8847 1.1268
1.0738 -0.7152 -0.2161
2.2835 -0.4218 0.2251
-0.0779 1.6744 0.4380
0.8532 0.1751 0.9296
-1.6282 0.9460 0.8750
0.2095 0.6254 -1.3176
-0.3621 -1.0127 -1.2151
0.6632 1.4209 0.4170
-0.3647 0.2185 1.3949
1.0113 0.6659 -2.3569
-0.9583 -3.8555 -1.0062
-0.7386 0.1110 0.6113
-0.0660 -0.2877 -1.4356

For the HOMO-LUMO gap (spin up / spin down), the calculation gives 0.228 / 0.296 Eh. The charge is +1. The molar mass is 186.71 g mol⁻¹. Its HOMO energy (spin up / spin down) is -9.155 / -13.522 eV. As for the spin multiplicity: 3. Its expectation value of S² is 2.0109.



(3)
Molecular formula: C10H17ClN3
Method: DFT, ωB97M-V with the def2-TZVPD basis set

Positions of all 31 atoms, in Å:
C  -1.128064  -3.917191  -0.595905
N  -0.919047  -3.048680  0.541243
C  -1.148408  -3.658679  1.836761
C  -0.562925  -1.746156  0.433603
C  -0.523487  -0.930179  1.593769
C  -0.149053  0.378897  1.492562
N  0.139129  0.947724  0.290335
C  0.069070  2.383240  0.150935
Cl  -1.674330  2.861362  -0.123736
N  0.932482  2.780744  -0.911111
C  2.324698  2.778891  -0.494455
C  0.539020  3.872840  -1.790412
C  0.187485  0.165473  -0.838424
C  -0.166149  -1.164317  -0.801669
H  -1.111696  -3.351452  -1.525571
H  -0.350027  -4.694290  -0.625112
H  -2.102833  -4.418623  -0.505495
H  -0.484100  -3.242516  2.602104
H  -2.189030  -3.521782  2.173346
H  -0.961163  -4.736241  1.773493
H  -0.798529  -1.316202  2.572049
H  -0.102511  1.031099  2.359169
H  0.365522  2.806944  1.121903
H  2.946234  3.252474  -1.261450
H  2.455364  3.326591  0.451294
H  2.674816  1.752917  -0.353507
H  1.400502  4.093860  -2.437876
H  -0.293961  3.562967  -2.429524
H  0.246886  4.782568  -1.240171
H  0.498715  0.702498  -1.733832
H  -0.114610  -1.734782  -1.724316

Force components x, y, z for each atom (eV/Å):
0.0056 -0.4408 -0.3182
0.3203 1.2031 0.0247
-0.3129 -0.2088 0.5910
-0.2530 -1.4709 0.0947
0.2959 0.6333 0.3033
-0.3805 -0.3150 -0.2106
-0.1619 -1.5331 -0.1220
0.1614 1.1292 -0.3886
0.8601 -0.2994 0.1737
-0.2664 -0.0356 -0.3075
0.1705 0.0843 0.2351
-0.0732 0.3426 -0.1473
-0.5450 -0.4498 0.3952
0.4053 1.0622 -0.1425
-0.0975 -0.2301 0.1245
-0.1771 0.2144 -0.0640
0.2522 0.2127 -0.0288
-0.0855 -0.2400 -0.2668
0.2599 -0.0058 -0.1276
0.0170 0.2843 -0.0840
0.1489 0.1997 -0.3358
-0.1208 -0.0210 -0.1672
-0.2402 0.0379 -0.0758
-0.1979 -0.1787 0.2022
0.1605 -0.0127 -0.0878
0.0756 0.0670 0.0480
-0.4058 -0.0167 0.2460
0.1549 0.1488 0.1437
0.1474 -0.1419 -0.2347
-0.1829 -0.2207 0.2297
0.0653 0.2014 0.2974

For the HOMO-LUMO gap, the calculation gives 0.322 Eh. The charge is +1. The molar mass is 214.72 g mol⁻¹. Its HOMO energy is -12.376 eV. Its SMILES is CN(C)c1cc[n+]([C@H](Cl)N(C)C)cc1.



(4)
Molecular formula: C10H17ClSSi
Method: DFT, ωB97M-V with the def2-TZVPD basis set

Positions of all 30 atoms, in Å:
C  0.911903  1.217895  -1.593097
C  1.453607  0.677977  -0.492584
C  -1.435047  -1.715099  -2.580787
C  -1.580636  -2.219070  -1.091443
C  -0.314272  -0.729355  -2.674072
C  -1.861365  -0.974200  -0.194299
C  -0.485755  0.478909  -1.762807
C  0.655670  -0.175428  0.358530
C  -0.767711  0.167414  -0.241662
C  2.488683  2.255720  3.366467
Si  1.015997  1.184631  2.774127
S  1.171965  -0.516629  4.188087
Cl  -0.697255  2.320627  2.568945
H  1.264512  1.960736  -2.336031
H  2.486395  0.986157  -0.133268
H  -1.077962  -2.543868  -3.158793
H  -2.303171  -1.384680  -3.005651
H  -2.404623  -2.859505  -1.061775
H  -0.735116  -2.749149  -0.805214
H  0.632792  -1.094928  -2.438179
H  -0.240579  -0.376174  -3.672762
H  -2.797110  -0.528822  -0.568141
H  -2.144461  -1.282036  0.728180
H  -1.166923  1.351292  -2.015588
H  1.053514  -1.046227  0.743650
H  -1.302415  0.961664  0.271618
H  3.227422  2.216343  2.617282
H  2.139368  3.233081  3.612471
H  3.018058  1.789614  4.185609
H  -0.205483  -0.606892  4.411187

Force components x, y, z for each atom (eV/Å):
-1.5938 -1.3530 -0.1294
3.6492 1.8151 0.2187
2.9775 -2.0998 2.4311
-0.9113 3.5233 -1.6211
-1.8700 1.9969 0.3781
0.8952 0.5543 -3.2300
0.9761 3.5897 1.6766
-1.9158 4.5729 0.1561
-0.8775 -3.6911 -0.3006
-0.9552 -1.3633 -0.1641
0.2960 -1.8296 -1.2609
-1.8408 0.6498 0.0098
0.0351 -0.0034 0.5255
0.1198 -0.7254 0.8224
-1.1027 -0.5341 -0.6636
-0.1975 -0.8365 -0.5518
-2.4465 1.0475 -0.8076
-1.3778 -1.1654 0.2771
1.7520 -0.8939 0.5708
1.4746 -1.2525 0.5073
0.1412 0.4392 -1.1211
0.2173 0.0840 -0.2235
-0.2787 -0.8410 3.3114
0.0745 -1.6127 -0.4726
0.2810 -1.9270 0.6837
0.7817 0.6297 -0.0321
0.8281 0.6672 -1.3561
0.0390 0.7758 0.0433
-0.4217 -0.1503 0.6148
1.2511 -0.0666 -0.2923

For the HOMO-LUMO gap, the calculation gives 0.260 Eh. The charge is 0. The molar mass is 232.85 g mol⁻¹. Its HOMO energy is -7.257 eV.



(5)
Molecular formula: C10H17ClSi2
Method: DFT, ωB97M-V with the def2-TZVPD basis set

Positions of all 30 atoms, in Å:
C  0.940646  -3.062611  -2.235408
Si  1.945413  -1.866806  -1.168702
C  2.274569  -2.705790  0.479048
C  0.979240  -0.260514  -1.047328
C  0.851647  0.603995  -2.138403
C  0.101645  1.769351  -2.085717
C  -0.559135  2.074968  -0.901810
C  -0.430876  1.224630  0.155416
Si  -1.485112  1.870603  1.544719
C  -3.279175  1.545048  1.138472
C  -0.818834  1.332068  3.230690
Cl  -1.308208  3.939785  1.499484
C  0.383770  0.099206  0.135378
H  1.006269  -4.086303  -1.862457
H  -0.112983  -2.785224  -2.271833
H  1.332703  -3.068039  -3.242465
H  3.266090  -1.591493  -1.799846
H  2.644840  -2.003574  1.211863
H  1.314789  -3.143986  0.814982
H  3.061460  -3.439694  0.300308
H  1.469023  0.380183  -3.020968
H  0.066238  2.471653  -2.909466
H  -1.086944  2.996413  -0.760199
H  -3.593376  0.544478  1.284355
H  -3.502527  1.864109  0.099414
H  -3.841398  2.185559  1.821023
H  -0.383005  2.158552  3.792929
H  0.011124  0.617010  3.154139
H  -1.639778  0.917243  3.813570
H  0.391882  -0.580822  0.968813

Force components x, y, z for each atom (eV/Å):
0.2016 0.0525 0.2670
-0.0438 -0.2810 -0.2401
-0.6201 0.3650 -0.4446
0.8116 -0.2773 -0.2424
0.7031 0.0426 -0.6778
0.1614 0.0892 0.0024
0.8226 -0.2865 -1.4486
-0.4784 0.4521 1.9028
0.5768 -0.5671 0.5185
0.3196 1.4246 -0.0692
-0.0598 0.0221 -0.2057
-0.0905 0.3407 0.2232
-1.2228 -0.0528 -0.2915
0.0372 0.0094 0.0495
0.0113 0.0473 0.0097
-0.0081 0.0074 -0.4050
-0.1086 0.0277 -0.0766
0.0386 0.1691 0.3499
0.6952 -0.0745 0.0665
-0.2786 -0.2726 0.1515
-0.5437 0.1411 0.1557
0.0588 -0.1780 -0.1418
-0.3026 0.2634 -0.4318
-0.2399 -1.1146 0.0772
0.1903 -0.1913 0.5834
-0.2683 -0.0280 -0.0807
-0.2751 0.2156 -0.1079
-0.4359 -0.1416 -0.1635
0.1317 -0.1887 0.2230
0.2164 -0.0160 0.4468

For the HOMO-LUMO gap, the calculation gives 0.369 Eh. The charge is 0. The molar mass is 228.87 g mol⁻¹. Its HOMO energy is -9.327 eV. Its SMILES is C[SiH](C)c1cccc([Si](C)(C)Cl)c1.



(6)
Molecular formula: C10H17CrNO2
Method: DFT, ωB97M-V with the def2-TZVPD basis set

Positions of all 31 atoms, in Å:
C  -1.070884  -1.324645  -2.630539
C  1.665021  -0.108307  -3.427322
C  -0.875085  0.174658  -2.418876
H  -2.133701  -1.529894  -2.798553
C  1.424996  1.326450  -3.496738
H  2.707056  -0.434674  -3.263565
H  -1.610032  0.558332  -1.692498
H  2.297718  2.001529  -3.539186
C  -1.045454  0.976807  -3.743524
H  -1.945647  1.608227  -3.665556
H  -1.245309  0.301173  -4.587027
C  -0.332990  -1.838896  -3.881244
H  -1.041709  -1.856444  -4.723075
H  -0.068317  -2.894804  -3.736252
C  0.940166  -1.094167  -4.335441
H  0.726743  -0.625724  -5.308344
H  1.688952  -1.873688  -4.558069
C  0.163201  1.857721  -4.125001
H  0.263213  1.903065  -5.222268
H  -0.014495  2.901806  -3.818603
Cr  0.934249  0.631524  -1.632564
H  -0.826984  -1.973228  -1.793995
N  0.377977  0.340120  0.434262
C  1.545020  -0.079495  1.216717
C  2.828662  0.273852  0.465080
O  3.846703  0.240860  1.152332
O  2.750058  0.563990  -0.796551
H  -0.003014  1.182790  0.872418
H  -0.353106  -0.363986  0.557393
H  1.555937  0.430273  2.188400
H  1.526554  -1.167625  1.378190

Force components x, y, z for each atom (eV/Å):
-0.4420 0.0951 -0.7072
0.6860 2.4115 -2.5259
-0.3186 0.5274 -0.2044
-0.1155 -0.0779 -0.0262
1.3748 -2.0871 -2.1663
-0.5426 0.5381 0.4987
-0.0874 -0.2025 -0.0918
-0.3352 -0.4084 0.7643
-0.8390 -0.1495 -0.0383
0.2940 -0.0968 -0.1298
-0.0528 0.1264 0.2702
-0.2356 -0.6240 -0.1400
0.2700 0.0786 0.1960
-0.1195 0.1831 0.0942
0.0281 -0.5774 -0.0499
0.1335 0.1983 0.3585
-0.2123 0.3376 0.0450
-0.2667 0.1334 0.3107
0.1324 -0.0913 0.1825
0.1950 -0.2885 0.0428
0.0254 -0.4166 2.4974
0.3501 0.2270 0.5190
-1.1863 -0.1816 0.3866
0.3096 0.0797 0.0239
1.4957 0.0523 0.8316
-0.5034 0.0296 -0.7489
-0.2609 -0.0200 0.6968
0.0240 -0.1881 -0.3651
0.0050 0.3389 -0.2844
0.1651 -0.3258 -0.2061
0.0291 0.3783 -0.0338

For the HOMO-LUMO gap (spin up / spin down), the calculation gives 0.303 / 0.267 Eh. The charge is 0. The molar mass is 235.25 g mol⁻¹. Its HOMO energy (spin up / spin down) is -8.177 / -8.126 eV. As for the spin multiplicity: 5. Its expectation value of S² is 6.0324.



Listing maximum force for the structures above in their given order: 0.08093, 0.12712, 0.03007, 0.09647, 0.03915, 0.06921 Eh/bohr.
Listing DFT total energy for the structures above in their given order: -60727.4008, -24646.1550, -27632.1778, -41879.5509, -38925.9985, -44650.5848 eV.